No. 1
# C2H4ClPS

2 unconnected molecules or ions with the total composition C2H4ClPS in a non-equilibrium geometry (wB97M-V/def2-TZVPD, the OMol25 dataset).

Geometry as XYZ:
```
9
C2H4ClPS, DFT wB97M-V/def2-TZVPD
C -0.4709 0.8031 -1.7998
C -1.7229 0.8852 -1.9249
P 1.3057 -0.0955 1.4552
S -0.6811 -0.2181 0.9580
Cl -2.6297 0.7985 -3.4197
H 0.6033 0.7100 -1.9219
H -2.5219 1.0340 -1.1897
H 1.6288 -0.5842 2.7041
H 1.8719 -1.1825 0.9604
```

Calculated values
Orbital gap (spin up / spin down) = 6.244 / 8.477 eV
Spin multiplicity = 1
HOMO (spin up / spin down) = -0.31336 / -0.33842 Ha


No. 2
# C2H4F2

A single C2H4F2 molecule in a non-equilibrium geometry (wB97M-V/def2-TZVPD, the OMol25 dataset).

Geometry as XYZ:
```
8
C2H4F2, DFT wB97M-V/def2-TZVPD
C 0.1131 -0.0484 0.7511
C -0.1250 0.0073 -0.7863
H -0.7499 -0.3491 1.2636
H 0.3348 0.9189 1.2241
H 0.8113 0.3757 -1.2175
H -0.3919 -0.9742 -1.2330
F 1.2059 -0.8956 0.9867
F -1.1983 0.9653 -0.9888
```

Calculated values
Orbital gap = 13.331 eV
Spin multiplicity = 1
HOMO = -0.44738 Ha


No. 3
# C2H4F2NO

2 unconnected molecules or ions with the total composition C2H4F2NO in a non-equilibrium geometry (wB97M-V/def2-TZVPD, the OMol25 dataset).

Geometry as XYZ:
```
10
C2H4F2NO, DFT wB97M-V/def2-TZVPD
C 0.5525 0.1925 0.2182
C -0.5862 -0.6597 0.9537
N -1.2826 -1.4471 0.1627
O -1.9760 -2.4990 0.5819
F -0.1322 -1.1051 2.1865
F -1.7228 0.6797 1.6360
H 1.0620 -0.5775 -0.4801
H 0.0461 0.9311 -0.4444
H 1.0974 0.5266 1.1541
H -1.6839 -1.1255 -0.6709
```

Calculated values
Orbital gap = 6.645 eV
Spin multiplicity = 1
HOMO = -0.08887 Ha
Total charge = -1


No. 4
# C2H4F2O

A single C2H4F2O molecule in a non-equilibrium geometry (wB97M-V/def2-TZVPD, the OMol25 dataset).

Geometry as XYZ:
```
9
C2H4F2O, DFT wB97M-V/def2-TZVPD
C 1.1941 0.4581 0.0401
C -0.4645 0.0210 0.0003
O -0.7863 -1.2708 0.3313
F -1.1172 0.2835 -1.1880
F -1.2526 0.7719 0.8204
H 1.1442 1.3413 -0.4818
H 1.2934 0.2880 1.1147
H 1.6016 -0.3421 -0.6279
H -1.6128 -1.5509 -0.0091
```

Calculated values
Orbital gap = 12.773 eV
Spin multiplicity = 1
HOMO = -0.43704 Ha


No. 5
# C2H4F2O3

2 unconnected molecules or ions with the total composition C2H4F2O3 in a non-equilibrium geometry (wB97M-V/def2-TZVPD, the OMol25 dataset).

Geometry as XYZ:
```
11
C2H4F2O3, DFT wB97M-V/def2-TZVPD
C -0.8791 0.3651 -0.5426
C 0.8116 -1.3521 -0.5398
O -0.1373 1.5021 -0.6624
O -0.5803 0.1276 1.7669
O -1.4374 -0.0436 0.5919
F 0.8359 -1.8807 0.6661
F 0.2289 -2.1759 -1.4291
H -1.4166 0.2226 -1.4805
H 1.7741 -1.1505 -0.9951
H 0.4935 1.5744 0.0459
H -0.5833 -0.8670 1.9044
```

Calculated values
Orbital gap (spin up / spin down) = 8.329 / 8.326 eV
Spin multiplicity = 1
HOMO (spin up / spin down) = -0.28708 / -0.28697 Ha


No. 6
# C2H4F2OS

2 unconnected molecules or ions with the total composition C2H4F2OS in a non-equilibrium geometry (wB97M-V/def2-TZVPD, the OMol25 dataset).

Geometry as XYZ:
```
10
C2H4F2OS, DFT wB97M-V/def2-TZVPD
C -0.3945 1.1989 0.4830
C 0.1054 -2.9163 -2.3514
O -1.3605 -0.5702 -1.2164
F -0.9626 -3.4780 -2.8612
F 0.8652 -2.4309 -3.3087
S -1.1932 0.8832 -1.1533
H 0.3643 1.9851 0.3173
H 0.1188 0.3391 0.9258
H -1.2010 1.5316 1.2964
H 0.5114 -3.1797 -1.4870
```

Calculated values
Orbital gap (spin up / spin down) = 9.652 / 6.976 eV
Spin multiplicity = 1
HOMO (spin up / spin down) = -0.32304 / -0.28564 Ha


No. 7
# C2H4F2S

2 unconnected molecules or ions with the total composition C2H4F2S in a non-equilibrium geometry (wB97M-V/def2-TZVPD, the OMol25 dataset).

Geometry as XYZ:
```
9
C2H4F2S, DFT wB97M-V/def2-TZVPD
C -1.1426 -0.0004 -0.2127
C 0.3034 -0.0755 0.2099
F 0.9198 -1.8701 -0.5560
F 0.5303 -0.2964 1.5335
S 1.5241 0.9612 -0.5619
H -1.4260 0.9343 0.2045
H -1.3041 -0.0266 -1.2587
H -1.7928 -0.5900 0.2478
H 2.3878 0.9636 0.3938
```

Calculated values
Orbital gap (spin up / spin down) = 10.072 / 10.072 eV
Spin multiplicity = 1
HOMO (spin up / spin down) = -0.37673 / -0.37675 Ha


No. 8
# C2H4F3LiNO5S2

A molecular structure, C2H4F3LiNO5S2 in a non-equilibrium geometry (wB97M-V/def2-TZVPD, the OMol25 dataset).

Geometry as XYZ:
```
18
C2H4F3LiNO5S2, DFT wB97M-V/def2-TZVPD
N 0.3915 0.8964 -0.9745
S 2.0061 0.5961 -0.5914
O 2.2947 2.0670 0.0286
O 2.0314 -0.4080 0.5322
S -0.7591 -0.1632 -0.8806
O -0.3230 -1.5587 -0.6486
O -1.7407 0.0481 -1.9447
C -1.7259 0.2354 0.6676
F -0.9624 0.0854 1.7386
F -2.1609 1.4862 0.6162
F -2.7672 -0.5795 0.7617
Li 1.2552 -2.2231 0.3885
O 1.6635 -3.9186 0.6951
H 2.4338 -4.4054 0.9858
C 1.2151 3.0795 -0.2250
H 0.5397 3.0246 0.6388
H 1.6642 4.0731 -0.1303
H 0.9151 3.0376 -1.2807
```

Calculated values
Orbital gap = 7.432 eV
Spin multiplicity = 1
HOMO = -0.16312 Ha
Total charge = -1